No. 1
{"formula": "C16H31AlN2S", "method": "the ωB97M-V functional and the def2-TZVPD basis", "energy_ev": -37493.44340, "charge": 2, "e_homo_ev": -15.68, "homo_lumo_gap_ev": 7.95, "elements": ["C", "H", "H", "H", "C", "H", "H", "C", "H", "H", "H", "C", "C", "C", "C", "C", "C", "C", "C", "C", "C", "Al", "H", "H", "H", "H", "H", "H", "H", "H", "H", "H", "H", "H", "H", "H", "H", "C", "N", "C", "S", "N", "C", "H", "H", "H", "H", "H", "H", "H", "H"], "positions_angstrom": [[-1.6146, -2.6721, 1.2040], [-2.6478, -3.0196, 1.0698], [-0.9463, -3.4461, 0.8034], [-1.5042, -1.7680, 0.5801], [-1.3372, -2.3649, 2.6704], [-0.3365, -1.9234, 2.7779], [-2.0400, -1.5907, 3.0035], [-1.4645, -3.5784, 3.5925], [-1.2347, -3.2949, 4.6223], [-2.4819, -3.9798, 3.5770], [-0.7774, -4.3795, 3.3042], [2.0285, 0.6276, -0.7926], [2.4081, 0.0322, 0.4696], [2.2709, -1.3960, 0.3670], [1.7851, -1.7024, -0.9581], [1.6617, -0.4543, -1.6871], [1.2935, -0.3091, -3.1183], [1.6386, -3.0655, -1.5395], [2.7573, -2.3923, 1.3604], [3.0603, 0.7693, 1.5873], [2.0928, 2.0695, -1.1344], [0.3947, -0.3619, -0.1275], [1.0204, -3.0352, -2.4391], [2.6097, -3.4987, -1.8189], [1.1709, -3.7412, -0.8152], [0.7788, -1.2066, -3.4845], [0.6422, 0.5620, -3.2728], [2.1936, -0.1673, -3.7377], [1.9695, 2.6901, -0.2424], [3.0722, 2.2980, -1.5739], [1.3209, 2.3408, -1.8591], [3.0358, 0.1853, 2.5150], [4.1186, 0.9781, 1.3618], [2.5642, 1.7320, 1.7604], [2.0560, -3.2304, 1.4521], [3.7324, -2.8084, 1.0655], [2.8823, -1.9398, 2.3487], [-3.5117, 3.2491, -2.3791], [-2.2276, 2.6709, -1.9265], [-2.0024, 2.3730, -0.6180], [-1.5021, 0.7453, -0.0780], [-2.3418, 3.2373, 0.3291], [-2.7085, 4.6547, 0.1650], [-4.1116, 3.5834, -1.5295], [-4.0762, 2.5010, -2.9550], [-3.3122, 4.0930, -3.0509], [-1.8456, 1.9755, -2.5682], [-2.1257, 2.9162, 1.2760], [-3.7250, 4.8119, 0.5442], [-2.0399, 5.2699, 0.7770], [-2.6433, 4.9603, -0.8776]]}

***

No. 2
{"formula": "C16H31BCl4CoF8O4", "method": "the ωB97M-V functional and the def2-TZVPD basis", "energy_ev": -135402.78425, "charge": 1, "e_homo_ev": [-11.47, -11.47], "homo_lumo_gap_ev": [6.53, 3.84], "s_squared": 6.0107, "spin_multiplicity": 5, "elements": ["Co", "C", "O", "H", "H", "H", "B", "H", "H", "H", "H", "C", "C", "C", "F", "F", "F", "F", "O", "C", "C", "F", "F", "F", "F", "H", "H", "H", "H", "C", "C", "C", "O", "C", "H", "H", "H", "H", "H", "H", "H", "H", "C", "C", "C", "O", "C", "H", "H", "H", "H", "H", "H", "H", "H", "C", "Cl", "Cl", "H", "H", "C", "Cl", "Cl", "H", "H"], "positions_angstrom": [[-0.1238, 2.0888, 2.6795], [1.8549, 4.2692, 1.5502], [1.3737, 3.6284, 2.7222], [2.0076, 3.6831, 0.6440], [1.1323, 5.0512, 1.3170], [2.8513, 4.6949, 1.6686], [0.3701, 0.5968, 1.2282], [0.4241, 1.6264, 0.9103], [1.2497, 0.3932, 1.8190], [-0.4960, 0.5231, 1.8676], [0.3352, -0.0344, 0.3538], [-4.2464, -2.4462, -1.3230], [-3.7867, -1.0145, -0.8219], [-2.9739, -1.2223, 0.4431], [-3.1395, -0.2377, 1.2904], [-3.2771, -2.3508, 1.1598], [-3.2036, -0.3765, -1.8551], [-4.9495, -0.3579, -0.5561], [-3.2124, -3.3209, -1.5336], [-3.3484, -4.1728, -2.7088], [-2.3134, -5.2682, -2.6099], [-2.2767, -5.9843, -1.4743], [-2.4677, -6.1170, -3.6132], [-4.5924, -4.6064, -2.7924], [-3.1398, -3.4711, -3.8178], [-4.9014, -2.3644, -2.1904], [-4.9657, -2.8228, -0.5958], [-1.9109, -1.1896, 0.2041], [-1.3099, -4.8828, -2.7902], [4.5071, -2.2031, 1.9970], [4.0836, -1.4176, 0.7125], [5.3148, -1.4362, -0.1101], [5.7543, -2.8059, 0.0187], [5.4102, -3.2515, 1.3820], [3.6913, -2.7243, 2.4979], [5.0938, -1.5612, 2.6541], [3.6999, -0.4718, 1.0949], [3.4198, -2.0151, 0.0875], [6.0720, -0.8027, 0.3519], [5.1641, -1.2079, -1.1652], [6.3386, -3.2629, 1.9530], [5.0592, -4.2828, 1.3472], [-2.2807, 5.4489, 1.0072], [-2.8152, 4.4239, 0.0089], [-2.0411, 3.1099, 0.4390], [-1.5963, 3.4411, 1.7651], [-2.1632, 4.6094, 2.2471], [-2.8377, 6.3404, 1.2955], [-1.3180, 5.8094, 0.6448], [-2.4523, 4.7265, -0.9734], [-3.8978, 4.3019, -0.0251], [-1.3232, 2.9317, -0.3616], [-2.7596, 2.2967, 0.3361], [-1.5907, 5.0826, 3.0448], [-3.0568, 4.2344, 2.7460], [0.6484, -2.3373, -1.5247], [-0.8040, -1.9172, -2.5383], [0.0133, -3.3984, -0.2635], [1.4886, -2.7903, -2.0509], [1.0356, -1.4060, -1.1114], [2.5345, 1.6250, -1.5930], [3.7980, 2.9524, -1.6713], [2.4475, 0.8232, -3.2271], [2.8433, 0.8341, -0.9094], [1.5546, 1.9863, -1.2812]]}

***

No. 3
{"formula": "C16H31Cl8N3O7PS", "method": "the ωB97M-V functional and the def2-TZVPD basis", "energy_ev": -156188.99906, "charge": 1, "e_homo_ev": -12.13, "homo_lumo_gap_ev": 8.28, "elements": ["C", "C", "O", "C", "C", "O", "C", "C", "O", "C", "N", "C", "O", "C", "C", "C", "O", "N", "O", "N", "P", "S", "C", "O", "H", "H", "H", "H", "H", "H", "H", "H", "H", "H", "H", "H", "H", "H", "H", "H", "H", "H", "H", "H", "H", "H", "H", "C", "Cl", "Cl", "H", "H", "C", "Cl", "Cl", "H", "H", "C", "Cl", "Cl", "H", "H", "C", "Cl", "Cl", "H", "H"], "positions_angstrom": [[4.2980, -3.2458, 0.4624], [4.6148, -1.7696, 0.1857], [3.4691, -0.9287, 0.3436], [3.2564, -0.2052, -0.8604], [2.1019, 0.8043, -0.7322], [1.3105, 0.7133, -1.9402], [0.1536, -0.0271, -1.6371], [-0.6096, -0.4441, -2.9064], [-1.9454, -0.9085, -2.6752], [-2.0773, -1.7725, -1.6060], [-2.5191, -1.0617, -0.3666], [-3.5791, -0.1542, -0.3104], [-4.3711, 0.2401, -1.2849], [-5.2320, -0.8654, -1.7249], [-6.6442, -0.3768, -2.0114], [-3.5568, 0.2479, 0.9931], [-4.3636, 1.1587, 1.5780], [-3.7019, 2.4528, 1.7713], [-2.9355, 2.6970, 0.9444], [-2.5216, -0.4030, 1.6530], [-2.0079, -0.2598, 3.3478], [-3.4582, -0.5657, 4.5631], [-1.8851, -1.2186, 0.7824], [-0.8260, -1.9584, 1.0903], [3.5168, -3.3294, 1.2289], [5.1840, -3.7874, 0.8184], [3.9705, -3.7785, -0.4416], [5.4155, -1.4851, 0.8858], [5.0618, -1.6702, -0.8132], [4.1561, 0.3503, -1.1685], [2.9812, -0.9170, -1.6550], [2.4297, 1.8422, -0.6175], [1.4661, 0.5808, 0.1386], [0.4836, -0.9539, -1.1289], [-0.5370, 0.5604, -1.0019], [-0.0138, -1.1522, -3.5022], [-0.6932, 0.4549, -3.5321], [-2.8847, -2.4822, -1.8359], [-1.1909, -2.3830, -1.3963], [-5.2964, -1.6353, -0.9407], [-4.7794, -1.3340, -2.6090], [-7.2592, -1.2354, -2.3015], [-6.6080, 0.3812, -2.8022], [-7.0699, 0.1170, -1.1282], [-1.4758, 1.0494, 3.4368], [-0.9183, -1.1349, 3.5254], [-1.0636, -2.8972, 1.0031], [6.8428, -0.8615, 3.8708], [8.0704, -1.6791, 2.8969], [5.3108, -1.7440, 3.8529], [7.1956, -0.7928, 4.8936], [6.6799, 0.1311, 3.4661], [-3.9549, 3.1308, -3.1627], [-4.4381, 4.8287, -3.1921], [-5.1038, 2.1150, -4.0415], [-2.9796, 3.0362, -3.6276], [-3.9110, 2.7957, -2.1313], [-6.8518, 4.7981, -0.1135], [-6.8538, 3.1268, -0.7032], [-8.3110, 5.1609, 0.8075], [-5.9883, 4.9411, 0.5266], [-6.7980, 5.4654, -0.9664], [11.7535, -0.3589, 2.6469], [13.2686, -1.2640, 2.7094], [11.5222, 0.6267, 4.0963], [11.7714, 0.2937, 1.7812], [10.9304, -1.0598, 2.5686]]}

***

No. 4
{"formula": "C16H31ClFIN5O5", "method": "the ωB97M-V functional and the def2-TZVPD basis", "energy_ev": -58114.01976, "charge": 1, "e_homo_ev": -11.17, "homo_lumo_gap_ev": 6.03, "elements": ["N", "C", "N", "C", "C", "O", "C", "O", "C", "N", "C", "Cl", "N", "I", "N", "C", "C", "O", "F", "H", "H", "H", "H", "H", "H", "H", "H", "H", "H", "H", "C", "C", "O", "C", "C", "H", "H", "H", "H", "H", "H", "H", "H", "H", "H", "C", "C", "O", "C", "C", "H", "H", "H", "H", "H", "H", "H", "H", "H", "H"], "positions_angstrom": [[2.2794, 1.2670, 1.1334], [3.1814, 0.2715, 1.6958], [2.6320, -0.2723, 2.9577], [3.3218, 0.0823, 4.1867], [2.5706, 1.1520, 5.0205], [3.5612, 1.9947, 5.6179], [3.9749, 1.5770, 6.8406], [4.7402, 2.2067, 7.5031], [1.5580, -1.0245, 2.8154], [1.0419, -1.2991, 1.6366], [-0.0188, -2.0340, 1.8363], [-1.0399, -2.5960, 0.6560], [-0.1701, -2.2455, 3.1273], [-1.7589, -3.3360, 3.8466], [0.8270, -1.6206, 3.7994], [0.8572, -1.6672, 5.2422], [-0.2297, -0.7709, 5.8385], [-0.7098, -0.9078, 6.9205], [-0.6265, 0.1845, 4.9949], [2.7676, 2.1302, 0.9583], [1.9114, 0.8880, 0.2742], [3.3707, -0.5376, 1.0030], [4.1317, 0.7566, 1.8755], [4.2758, 0.5296, 3.9547], [3.5675, -0.8041, 4.7693], [1.9958, 0.7328, 5.8393], [1.9812, 1.7391, 4.3280], [3.5920, 0.6072, 7.2077], [1.8269, -1.4885, 5.6740], [0.5701, -2.6711, 5.5394], [-3.2567, 2.4397, -3.2333], [-4.0666, 1.3215, -2.6005], [-3.3045, 0.1638, -2.2943], [-2.2363, 0.3382, -1.3890], [-2.6639, 0.8448, -0.0205], [-2.7723, 2.0896, -4.1462], [-3.9048, 3.2800, -3.4810], [-2.4751, 2.8082, -2.5669], [-4.8340, 0.9945, -3.3010], [-4.5924, 1.6780, -1.7083], [-1.4714, 0.9909, -1.8255], [-1.7738, -0.6434, -1.2751], [-3.1255, 1.8303, -0.0739], [-1.7985, 0.9176, 0.6427], [-3.3922, 0.1650, 0.4268], [-0.4804, 0.5918, -7.2276], [0.1213, -0.7907, -7.0410], [0.5000, -1.0766, -5.7055], [-0.5353, -1.0395, -4.7431], [-1.6618, -2.0236, -5.0059], [0.2184, 1.3596, -6.8922], [-0.7114, 0.7635, -8.2789], [-1.4039, 0.7162, -6.6597], [1.0341, -0.8663, -7.6313], [-0.5573, -1.5633, -7.4180], [-0.9247, -0.0191, -4.6463], [-0.0671, -1.2840, -3.7875], [-2.1716, -1.8205, -5.9479], [-2.4023, -1.9680, -4.2064], [-1.2731, -3.0421, -5.0553]]}

***

Please write out number 1 again, unchanged.
{"formula": "C16H31AlN2S", "method": "the ωB97M-V functional and the def2-TZVPD basis", "energy_ev": -37493.44340, "charge": 2, "e_homo_ev": -15.68, "homo_lumo_gap_ev": 7.95, "elements": ["C", "H", "H", "H", "C", "H", "H", "C", "H", "H", "H", "C", "C", "C", "C", "C", "C", "C", "C", "C", "C", "Al", "H", "H", "H", "H", "H", "H", "H", "H", "H", "H", "H", "H", "H", "H", "H", "C", "N", "C", "S", "N", "C", "H", "H", "H", "H", "H", "H", "H", "H"], "positions_angstrom": [[-1.6146, -2.6721, 1.2040], [-2.6478, -3.0196, 1.0698], [-0.9463, -3.4461, 0.8034], [-1.5042, -1.7680, 0.5801], [-1.3372, -2.3649, 2.6704], [-0.3365, -1.9234, 2.7779], [-2.0400, -1.5907, 3.0035], [-1.4645, -3.5784, 3.5925], [-1.2347, -3.2949, 4.6223], [-2.4819, -3.9798, 3.5770], [-0.7774, -4.3795, 3.3042], [2.0285, 0.6276, -0.7926], [2.4081, 0.0322, 0.4696], [2.2709, -1.3960, 0.3670], [1.7851, -1.7024, -0.9581], [1.6617, -0.4543, -1.6871], [1.2935, -0.3091, -3.1183], [1.6386, -3.0655, -1.5395], [2.7573, -2.3923, 1.3604], [3.0603, 0.7693, 1.5873], [2.0928, 2.0695, -1.1344], [0.3947, -0.3619, -0.1275], [1.0204, -3.0352, -2.4391], [2.6097, -3.4987, -1.8189], [1.1709, -3.7412, -0.8152], [0.7788, -1.2066, -3.4845], [0.6422, 0.5620, -3.2728], [2.1936, -0.1673, -3.7377], [1.9695, 2.6901, -0.2424], [3.0722, 2.2980, -1.5739], [1.3209, 2.3408, -1.8591], [3.0358, 0.1853, 2.5150], [4.1186, 0.9781, 1.3618], [2.5642, 1.7320, 1.7604], [2.0560, -3.2304, 1.4521], [3.7324, -2.8084, 1.0655], [2.8823, -1.9398, 2.3487], [-3.5117, 3.2491, -2.3791], [-2.2276, 2.6709, -1.9265], [-2.0024, 2.3730, -0.6180], [-1.5021, 0.7453, -0.0780], [-2.3418, 3.2373, 0.3291], [-2.7085, 4.6547, 0.1650], [-4.1116, 3.5834, -1.5295], [-4.0762, 2.5010, -2.9550], [-3.3122, 4.0930, -3.0509], [-1.8456, 1.9755, -2.5682], [-2.1257, 2.9162, 1.2760], [-3.7250, 4.8119, 0.5442], [-2.0399, 5.2699, 0.7770], [-2.6433, 4.9603, -0.8776]]}